A cluster of 3 separate species, C25H49NO5Si in total. Source: OMol25; level of theory: ωB97M-V/def2-TZVPD.

Summary:
Largest force on an atom: 1.28 eV Å⁻¹
Structure (SMILES): CCCCCC[Si@](CCCCOC(C)=O)(N=C=O)[C@@H](C)CC.C1CCOC1.C1CCOC1
Molar mass: 471.755 g/mol
Charge: 0
Electronic energy: -1702.4534 Eh

CARTESIAN COORDINATES (ANGSTROEM)
C: 5.9138 -2.1619 1.0554
C: 4.4970 -1.7696 0.6065
C: 3.9583 -2.6193 -0.5527
C: 2.9332 -1.8692 -1.4334
C: 1.5721 -2.5637 -1.4892
C: 0.8083 -2.4813 -0.1530
Si: -0.4158 -1.0612 0.0533
C: -0.8517 -0.1166 -1.5120
C: -0.4858 1.3874 -1.5204
C: 0.9826 1.6463 -1.8309
C: 1.5343 2.9368 -1.2250
O: 1.1557 3.1396 0.1369
C: 2.1114 2.9953 1.0842
C: 3.2518 2.0360 0.8607
O: 2.0213 3.6157 2.1098
N: 0.3344 0.1331 1.1598
C: 0.7905 -0.2942 2.1908
O: 1.2149 -0.6782 3.1947
C: -1.9609 -1.7219 0.9073
C: -2.5155 -0.6759 1.9170
C: -3.1016 -2.1126 -0.0600
C: -2.6754 -2.8739 -1.3260
H: 6.4808 -2.5397 0.2069
H: 6.4526 -1.2869 1.4198
H: 5.9085 -2.8791 1.8730
H: 4.5401 -0.7253 0.2944
H: 3.8208 -1.8083 1.4630
H: 4.8221 -2.8484 -1.1771
H: 3.5529 -3.5602 -0.1825
H: 2.8417 -0.8479 -1.0623
H: 3.3081 -1.8202 -2.4563
H: 0.9992 -2.2087 -2.3453
H: 1.7795 -3.6182 -1.6900
H: 0.2490 -3.4091 -0.0164
H: 1.5563 -2.4871 0.6443
H: -1.9413 -0.1548 -1.5757
H: -0.4833 -0.5875 -2.4233
H: -1.1171 1.8583 -2.2760
H: -0.7743 1.8196 -0.5644
H: 1.1668 1.6811 -2.9046
H: 1.5686 0.8057 -1.4471
H: 1.0965 3.7586 -1.7866
H: 2.6118 2.9803 -1.3744
H: 4.1779 2.5881 0.7127
H: 3.0993 1.3607 0.0256
H: 3.3579 1.4509 1.7699
H: -1.7337 -2.6114 1.4996
H: -2.3746 0.3180 1.4877
H: -3.5892 -0.8122 2.0306
H: -2.0203 -0.7548 2.8798
H: -3.7650 -2.7616 0.5095
H: -3.6863 -1.2214 -0.2915
H: -2.6239 -2.2170 -2.1915
H: -1.7410 -3.4166 -1.1979
H: -3.4383 -3.6120 -1.5770
C: -3.6630 -4.0331 5.1740
C: -3.6098 -5.2477 4.2511
C: -4.1852 -4.6787 2.9624
O: -3.8243 -3.2946 2.9318
C: -3.3212 -2.9018 4.2149
H: -2.9753 -4.0920 6.0158
H: -4.6737 -3.9031 5.5670
H: -2.5733 -5.5567 4.0984
H: -4.1695 -6.1057 4.6196
H: -5.2778 -4.7539 2.9488
H: -3.7941 -5.1682 2.0688
H: -2.2365 -2.7670 4.1370
H: -3.7675 -1.9502 4.5029
C: -1.4636 7.3541 -3.7791
C: -0.2019 7.7206 -3.0012
C: 0.3950 6.3489 -2.7192
O: 0.0161 5.5124 -3.8172
C: -0.9841 6.1655 -4.6011
H: -1.8506 8.1637 -4.3956
H: -2.2513 7.0435 -3.0893
H: 0.4721 8.3033 -3.6330
H: -0.3948 8.2900 -2.0937
H: -0.0131 5.9150 -1.8000
H: 1.4829 6.3648 -2.6417
H: -0.5309 6.4925 -5.5434
H: -1.7797 5.4554 -4.8288